Arrangement w

{
  "formula": "C2H3NS",
  "method": "the ωB97M-V functional and the def2-TZVPD basis",
  "e_homo_ev": -8.64,
  "charge": 0,
  "gap_ev": 9.047,
  "lumo_energy_ev": 0.4,
  "smiles": "C#CSN",
  "elements": ["C", "C", "N", "S", "H", "H", "H"],
  "positions_angstrom": [[0.966, 1.870, -0.704], [0.048, 1.024, -0.324], [-0.491, -1.483, 0.211], [-0.874, 0.081, 0.795], [1.734, 2.565, -1.055], [-0.032, -2.001, 0.824], [-1.351, -2.056, 0.254]],
  "nbo_charge": [-0.22, -0.29, -0.92, 0.47, 0.25, 0.35, 0.36]
}

***

Arrangement x

{
  "formula": "C2H3NS",
  "method": "the ωB97M-V functional and the def2-TZVPD basis",
  "e_homo_ev": -9.39,
  "charge": 0,
  "gap_ev": 9.186,
  "lumo_energy_ev": -0.2,
  "elements": ["C", "C", "N", "S", "H", "H", "H"],
  "positions_angstrom": [[1.103, -0.293, 0.473], [-0.626, 0.441, -0.225], [0.786, 0.644, -0.348], [-0.494, -1.046, 0.797], [2.014, -0.596, 0.718], [-1.195, 1.237, 0.045], [-1.588, -0.389, -1.460]],
  "nbo_charge": [0.00, -0.19, -0.46, 0.18, 0.19, 0.19, 0.09]
}

***

Arrangement y

{
  "formula": "C2H3NS",
  "method": "the ωB97M-V functional and the def2-TZVPD basis",
  "e_homo_ev": [-7.62, -7.62],
  "charge": 0,
  "gap_ev": [8.036, 8.036],
  "lumo_energy_ev": [0.4, 0.4],
  "elements": ["C", "C", "N", "S", "H", "H", "H"],
  "positions_angstrom": [[0.103, 0.487, -0.245], [1.917, -1.074, -0.664], [-0.998, 0.016, 0.460], [1.936, 0.151, 0.369], [-0.058, 0.513, -1.330], [-1.029, 0.302, 1.382], [-1.871, -0.394, 0.028]],
  "nbo_charge": [-0.19, -0.32, -0.79, 0.32, 0.20, 0.38, 0.40]
}

***

Which is the most stable structure? arrangement w is the most stable.

***

Arrangement w

{
  "formula": "C3H12NO3",
  "method": "the ωB97M-V functional and the def2-TZVPD basis",
  "e_homo_ev": -3.84,
  "charge": -1,
  "gap_ev": 8.004,
  "lumo_energy_ev": 4.2,
  "elements": ["C", "C", "C", "O", "N", "H", "H", "H", "H", "H", "H", "H", "H", "H", "H", "O", "H", "H", "O"],
  "positions_angstrom": [[-0.818, -1.638, 0.869], [-1.587, -0.402, 0.343], [-0.844, 0.943, 0.434], [0.321, 1.012, -0.283], [0.605, -1.698, 0.602], [-1.254, -2.537, 0.404], [-0.981, -1.722, 1.955], [-1.953, -0.580, -0.662], [-2.480, -0.314, 0.983], [-0.698, 1.102, 1.519], [-1.589, 1.694, 0.077], [1.039, -0.890, 1.040], [0.752, -1.567, -0.391], [0.406, 0.109, -1.676], [1.698, -0.221, -2.454], [0.767, -0.452, -2.424], [1.532, 2.012, -0.366], [2.790, 2.464, 0.411], [2.295, 2.684, -0.384]],
  "nbo_charge": [-0.21, -0.44, -0.02, -0.97, -0.86, 0.17, 0.16, 0.18, 0.17, 0.10, 0.11, 0.36, 0.38, 0.51, 0.45, -1.03, 0.52, 0.44, -1.02]
}

***

Arrangement x

{
  "formula": "C3H12NO3",
  "method": "the ωB97M-V functional and the def2-TZVPD basis",
  "e_homo_ev": -3.95,
  "charge": -1,
  "gap_ev": 8.085,
  "lumo_energy_ev": 4.1,
  "elements": ["C", "C", "C", "O", "N", "H", "H", "H", "H", "H", "H", "H", "H", "H", "H", "O", "H", "H", "O"],
  "positions_angstrom": [[-0.958, -1.612, 0.988], [-1.535, -0.426, 0.194], [-0.720, 0.877, 0.390], [0.438, 0.911, -0.337], [0.474, -1.885, 0.782], [-1.507, -2.515, 0.752], [-1.091, -1.419, 2.048], [-1.441, -0.700, -0.861], [-2.580, -0.323, 0.479], [-0.529, 0.961, 1.491], [-1.415, 1.711, 0.163], [0.978, -1.165, 1.287], [0.709, -1.641, -0.185], [0.571, 0.070, -1.643], [1.531, -0.242, -2.877], [0.712, -0.522, -2.458], [1.488, 2.142, -0.275], [2.571, 3.046, 0.465], [2.304, 2.732, -0.402]],
  "nbo_charge": [-0.20, -0.45, -0.02, -0.95, -0.85, 0.16, 0.16, 0.20, 0.18, 0.09, 0.11, 0.35, 0.38, 0.51, 0.45, -1.04, 0.52, 0.44, -1.02]
}

***

Which is the most stable structure? arrangement x is the most stable.

***

Arrangement w

{
  "formula": "C5H14NO",
  "method": "the ωB97M-V functional and the def2-TZVPD basis",
  "e_homo_ev": -13.09,
  "charge": 1,
  "gap_ev": 5.849,
  "lumo_energy_ev": -7.2,
  "elements": ["C", "C", "C", "C", "C", "N", "H", "H", "H", "H", "H", "H", "H", "H", "H", "H", "H", "H", "H", "H", "O"],
  "positions_angstrom": [[0.144, 2.780, -1.057], [-0.380, 1.643, -0.016], [0.626, 0.603, 0.001], [0.497, -0.725, -0.758], [-0.985, -2.741, -0.411], [0.073, -1.881, 0.075], [-0.256, 2.479, -2.099], [-0.476, 3.622, -0.716], [1.221, 2.940, -1.113], [-0.467, 2.248, 0.927], [-1.349, 1.272, -0.327], [1.700, 0.931, 0.018], [0.561, -0.312, 3.764], [-0.085, -0.519, -1.672], [1.547, -0.856, -1.118], [-2.044, -2.539, -0.206], [-0.969, -2.863, -1.479], [-0.785, -3.742, -0.014], [0.025, -1.620, 1.051], [0.762, -0.004, 2.259], [0.640, -0.716, 2.893]],
  "nbo_charge": [-0.55, -0.55, 0.35, -0.34, -0.43, -0.55, 0.24, 0.26, 0.24, 0.30, 0.26, 0.23, 0.50, 0.27, 0.21, 0.20, 0.21, 0.23, 0.40, 0.44, -0.92]
}

***

Arrangement x

{
  "formula": "C5H14NO",
  "method": "the ωB97M-V functional and the def2-TZVPD basis",
  "e_homo_ev": -15.17,
  "charge": 1,
  "gap_ev": 11.352,
  "lumo_energy_ev": -3.8,
  "elements": ["C", "C", "C", "H", "H", "H", "H", "H", "H", "H", "H", "O", "C", "C", "N", "H", "H", "H", "H", "H", "H"],
  "positions_angstrom": [[-1.335, -1.810, 0.899], [-2.047, -0.715, 0.069], [-3.496, -1.028, -0.380], [-2.046, -2.111, 1.730], [-0.352, -1.549, 1.365], [-1.086, -2.756, 0.272], [-1.501, -0.588, -0.904], [-2.014, 0.207, 0.644], [-3.834, -0.170, -1.027], [-3.598, -1.952, -0.985], [-4.189, -1.121, 0.505], [1.699, 2.412, 0.281], [2.576, 1.557, 0.227], [2.337, 0.186, -0.374], [0.870, 0.051, -0.584], [3.621, 1.754, 0.503], [2.894, 0.151, -1.342], [2.659, -0.635, 0.237], [0.617, -0.615, -1.326], [0.453, -0.390, 0.254], [0.487, 0.981, -0.740]],
  "nbo_charge": [-0.64, -0.41, -0.61, 0.25, 0.17, 0.22, 0.15, 0.21, 0.23, 0.22, 0.22, -0.48, 0.41, -0.34, -0.69, 0.17, 0.27, 0.26, 0.45, 0.46, 0.47]
}

***

Arrangement y

{
  "formula": "C5H14NO",
  "method": "the ωB97M-V functional and the def2-TZVPD basis",
  "e_homo_ev": -15.67,
  "charge": 1,
  "gap_ev": 5.839,
  "lumo_energy_ev": -9.8,
  "elements": ["C", "O", "C", "C", "C", "C", "N", "H", "H", "H", "H", "H", "H", "H", "H", "H", "H", "H", "H", "H", "H"],
  "positions_angstrom": [[0.533, -0.941, -1.763], [0.917, -1.881, -0.778], [-0.387, 0.148, -1.098], [0.445, 1.121, -0.230], [1.356, 0.352, 0.703], [-0.625, 1.971, 0.513], [-1.181, -0.549, 0.020], [1.407, -0.338, -2.102], [0.074, -1.513, -2.577], [0.063, -1.646, -0.344], [-1.038, 0.684, -1.678], [0.828, 1.784, -1.054], [1.612, 1.008, 1.535], [2.242, -0.003, 0.218], [0.750, -0.478, 1.053], [-1.321, 2.526, -0.121], [-1.213, 1.296, 1.189], [-0.209, 2.711, 1.224], [-1.951, -1.166, -0.363], [-1.052, -2.793, 3.098], [-1.250, -2.295, 2.555]],
  "nbo_charge": [-0.06, -0.53, -0.15, -0.22, -0.61, -0.60, -0.11, 0.23, 0.25, 0.45, 0.27, 0.24, 0.26, 0.24, 0.24, 0.23, 0.24, 0.26, 0.38, 0.05, -0.05]
}

***

Arrangement z

{
  "formula": "C5H14NO",
  "method": "the ωB97M-V functional and the def2-TZVPD basis",
  "e_homo_ev": -15.93,
  "charge": 1,
  "gap_ev": 12.881,
  "lumo_energy_ev": -3.0,
  "smiles": "C[NH+](C)C(C)(C)O",
  "elements": ["C", "C", "C", "C", "C", "N", "O", "H", "H", "H", "H", "H", "H", "H", "H", "H", "H", "H", "H", "H", "H"],
  "positions_angstrom": [[-1.533, 0.747, -0.968], [-1.021, 0.454, 1.464], [1.250, -1.065, -1.105], [1.670, 0.499, 0.728], [-0.851, -0.106, 0.069], [0.659, 0.028, -0.376], [-1.185, -1.451, -0.016], [-1.195, 0.394, -1.961], [-1.464, 1.778, -0.928], [-2.559, 0.561, -0.977], [-0.651, -0.401, 2.129], [-2.059, 0.401, 1.699], [-0.555, 1.371, 1.544], [1.419, -1.946, -0.486], [0.572, -1.211, -2.016], [2.276, -0.730, -1.378], [1.891, 1.542, 0.612], [1.225, 0.180, 1.628], [2.693, 0.037, 0.618], [0.779, 0.786, -1.085], [-1.361, -1.870, 0.803]],
  "nbo_charge": [-0.66, -0.65, -0.42, -0.42, 0.46, -0.39, -0.69, 0.22, 0.24, 0.26, 0.21, 0.26, 0.23, 0.24, 0.24, 0.23, 0.24, 0.23, 0.24, 0.43, 0.50]
}

***

Which is the most stable structure? arrangement x is the most stable.

***

Arrangement w

{
  "formula": "C2H4FIO",
  "method": "the ωB97M-V functional and the def2-TZVPD basis",
  "e_homo_ev": -9.31,
  "charge": 0,
  "gap_ev": 9.661,
  "lumo_energy_ev": 0.3,
  "smiles": "CO[C@@H](F)I",
  "elements": ["C", "C", "O", "F", "I", "H", "H", "H", "H"],
  "positions_angstrom": [[0.426, 0.493, 0.258], [-1.145, -1.192, -0.542], [-0.054, -0.459, -0.725], [-1.235, -1.908, 0.582], [-2.972, 0.282, -0.361], [0.670, -0.108, 1.076], [-0.312, 1.175, 0.394], [1.144, 0.884, -0.340], [-1.469, -1.589, -1.520]],
  "nbo_charge": [-0.24, 0.51, -0.52, -0.33, -0.22, 0.19, 0.20, 0.20, 0.20]
}

***

Arrangement x

{
  "formula": "C2H4FIO",
  "method": "the ωB97M-V functional and the def2-TZVPD basis",
  "e_homo_ev": -9.52,
  "charge": 0,
  "gap_ev": 9.694,
  "lumo_energy_ev": 0.2,
  "smiles": "CO[C@@H](F)I",
  "elements": ["C", "C", "O", "F", "I", "H", "H", "H", "H"],
  "positions_angstrom": [[-0.778, 0.313, -0.043], [1.572, 0.032, 0.378], [0.601, 0.475, -0.402], [1.397, 0.303, 1.685], [2.040, -2.268, 0.402], [-1.021, 0.832, 0.927], [-1.084, -0.700, -0.080], [-1.287, 0.721, -1.007], [2.428, 0.554, 0.052]],
  "nbo_charge": [-0.28, 0.49, -0.51, -0.35, -0.13, 0.21, 0.20, 0.21, 0.17]
}

***

Which is the most stable structure? arrangement x is the most stable.

***

Arrangement w

{
  "formula": "C2H4FIO",
  "method": "the ωB97M-V functional and the def2-TZVPD basis",
  "e_homo_ev": [-9.36, -9.36],
  "charge": 0,
  "gap_ev": [9.340, 9.340],
  "lumo_energy_ev": [0.0, 0.0],
  "elements": ["C", "C", "O", "F", "I", "H", "H", "H", "H"],
  "positions_angstrom": [[-0.520, 0.095, 0.288], [2.215, 0.660, 0.470], [0.326, 0.540, 1.228], [2.500, 1.905, 0.358], [3.316, -0.418, 1.925], [-0.866, 0.690, -0.506], [-1.394, 0.012, 0.823], [-0.227, -0.951, 0.092], [1.919, 0.071, -0.373]],
  "nbo_charge": [-0.27, 0.32, -0.61, -0.29, 0.16, 0.16, 0.20, 0.15, 0.18]
}

***

Arrangement x

{
  "formula": "C2H4FIO",
  "method": "the ωB97M-V functional and the def2-TZVPD basis",
  "e_homo_ev": -9.96,
  "charge": 0,
  "gap_ev": 10.177,
  "lumo_energy_ev": 0.2,
  "smiles": "CO[C@@H](F)I",
  "elements": ["C", "C", "O", "F", "I", "H", "H", "H", "H"],
  "positions_angstrom": [[-0.156, 0.832, 0.290], [-1.865, -0.718, -0.096], [-0.979, -0.233, 0.766], [-2.047, -2.206, 0.138], [-3.842, 0.198, -0.027], [-0.854, 1.665, -0.018], [0.553, 0.761, -0.504], [0.598, 1.032, 1.232], [-1.440, -0.719, -1.193]],
  "nbo_charge": [-0.28, 0.37, -0.52, -0.40, 0.06, 0.19, 0.19, 0.22, 0.18]
}

***

Arrangement y

{
  "formula": "C2H4FIO",
  "method": "the ωB97M-V functional and the def2-TZVPD basis",
  "e_homo_ev": -10.03,
  "charge": 0,
  "gap_ev": 9.806,
  "lumo_energy_ev": -0.2,
  "elements": ["C", "C", "O", "F", "I", "H", "H", "H", "H"],
  "positions_angstrom": [[-1.147, -0.306, 0.513], [1.056, -0.039, -0.433], [0.263, -0.274, 0.607], [0.874, 2.021, -0.600], [3.101, -0.171, -0.180], [-1.664, 0.588, 0.632], [-1.715, -0.867, 1.310], [-1.485, -0.773, -0.367], [0.717, -0.179, -1.483]],
  "nbo_charge": [-0.26, 0.28, -0.47, -0.65, 0.29, 0.21, 0.21, 0.18, 0.21]
}

***

Which is the most stable structure? arrangement x is the most stable.